1.
Below is a structure of composition C18H28FeNO2, with properties calculated with ωB97M-V with the def2-TZVPD basis set.

```
! RIJCOSX wB97M-V def2-TZVPD def2/J DEFGRID3
* xyz -1 5
C -0.714 -4.651 -1.577
O -0.727 -3.696 -0.530
C -1.792 -2.770 -0.602
C -1.736 -1.826 0.579
N -0.359 -1.198 0.722
C 0.601 -2.257 1.282
C 1.707 -2.515 0.285
O 1.373 -1.872 -0.952
C 2.371 -2.010 -1.946
H 0.235 -5.188 -1.500
H -1.538 -5.375 -1.483
H -0.790 -4.182 -2.571
H -1.743 -2.218 -1.558
H -2.735 -3.341 -0.546
H -2.484 -1.033 0.476
H -1.895 -2.373 1.515
H -0.003 -1.044 -0.234
H 1.001 -1.900 2.235
H 0.023 -3.168 1.444
H 2.653 -2.091 0.673
H 1.831 -3.599 0.105
H 2.024 -1.471 -2.831
H 3.337 -1.590 -1.617
H 2.518 -3.071 -2.201
C 1.008 0.396 2.044
C -0.370 0.044 1.483
C -0.963 1.186 0.673
C -1.672 2.292 1.297
C -2.272 3.090 0.252
C -1.918 2.490 -1.026
C -1.117 1.312 -0.768
Fe -0.316 2.966 0.018
C 1.652 2.982 0.093
C 1.073 3.871 1.090
C 0.237 4.833 0.398
C 0.295 4.542 -1.022
C 1.162 3.392 -1.211
H 1.063 1.462 2.289
H 1.188 -0.133 2.986
H 1.812 0.196 1.320
H -1.058 -0.124 2.322
H -1.778 2.403 2.377
H -2.937 3.933 0.413
H -2.277 2.821 -2.001
H -0.735 0.612 -1.512
H 2.402 2.219 0.274
H 1.311 3.879 2.152
H -0.262 5.677 0.863
H -0.160 5.132 -1.812
H 1.476 2.969 -2.157
*
```

Values from the calculation:
- orbital gap (alpha / beta) (eV) = 2.4 / 6.5
- lowest unoccupied orbital energy (alpha / beta) (eV) = 2.821 / 2.831


2.
Below is a structure of composition C18H28InN3OSSe, with properties calculated with ωB97M-V with the def2-TZVPD basis set.

```
! RIJCOSX wB97M-V def2-TZVPD def2/J DEFGRID3
* xyz 2 1
In 0.108 0.053 0.060
C -1.399 -2.943 0.096
N -0.616 -2.118 -0.819
C -1.341 -1.927 -2.071
C 0.695 -2.713 -1.080
C 1.647 -1.752 -1.767
C 2.618 -2.205 -2.658
C 3.473 -1.310 -3.282
C 3.370 0.048 -3.039
C 2.425 0.518 -2.137
C 1.610 -0.396 -1.518
H -1.550 -3.955 -0.292
H -2.376 -2.480 0.252
H -0.894 -3.013 1.062
H -1.422 -2.858 -2.638
H -0.815 -1.194 -2.687
H -2.346 -1.560 -1.855
H 0.594 -3.622 -1.686
H 1.120 -3.017 -0.114
H 2.704 -3.262 -2.866
H 4.224 -1.672 -3.967
H 4.014 0.752 -3.543
H 2.330 1.576 -1.932
C 1.813 2.697 2.573
N 2.546 1.483 2.822
C 3.879 1.377 3.088
C 4.151 0.062 3.307
N 2.983 -0.624 3.168
C 2.804 -2.045 3.296
C 2.005 0.250 2.870
Se 0.175 -0.180 2.709
H 2.497 3.540 2.519
H 1.096 2.876 3.378
H 1.260 2.620 1.628
H 4.544 2.217 3.104
H 5.079 -0.415 3.551
H 3.765 -2.521 3.474
H 2.368 -2.444 2.378
H 2.135 -2.275 4.126
O -1.390 1.599 -0.322
S -2.702 2.201 -0.857
C -2.274 3.898 -1.405
C -2.053 3.874 -2.912
C -2.988 2.801 -3.466
C -2.779 1.583 -2.585
H -1.410 4.230 -0.834
H -3.134 4.508 -1.137
H -1.016 3.617 -3.145
H -2.267 4.853 -3.345
H -2.767 2.568 -4.509
H -4.024 3.139 -3.409
H -1.810 1.115 -2.776
H -3.576 0.846 -2.668
*
```

Values from the calculation:
- orbital gap (eV) = 8.5
- lowest unoccupied orbital energy (eV) = -6.147


3.
Below is a structure of composition C18H28N3O8P2Ti, with properties calculated with ωB97M-V with the def2-TZVPD basis set.

```
! RIJCOSX wB97M-V def2-TZVPD def2/J DEFGRID3
* xyz 1 1
C -2.211 4.209 1.705
C -1.590 2.973 1.551
N -0.869 2.637 0.420
C -0.904 3.516 -0.600
C -1.615 4.718 -0.528
C -2.225 5.101 0.652
C -1.978 1.903 2.513
P -0.827 0.485 2.525
Ti 0.127 0.481 0.223
P 0.156 1.428 -2.137
C -0.251 3.198 -1.924
O -4.249 1.072 1.601
O -3.515 1.114 -0.803
H -2.751 4.378 2.642
H -1.680 5.320 -1.441
H -2.735 6.059 0.746
C 0.490 0.633 3.732
C -1.813 -0.897 3.137
H -0.911 3.465 -2.768
H 0.694 3.742 -2.074
H -3.026 1.455 2.131
H -2.200 2.280 3.542
C 1.520 1.227 -3.294
C -1.221 0.764 -3.107
H -2.707 0.660 -0.590
H -4.111 0.411 -1.124
H -4.148 1.281 0.648
H -4.898 1.636 2.098
H 1.182 1.395 -1.043
H -1.430 0.121 -0.227
H 0.096 0.635 4.756
H 1.147 -0.239 3.616
H 1.089 1.542 3.574
H -1.863 -0.852 4.228
H -2.819 -0.877 2.708
H -1.296 -1.814 2.837
H -1.250 1.303 -4.071
H -1.041 -0.293 -3.312
H -2.182 0.896 -2.603
H 1.271 1.718 -4.238
H 2.431 1.653 -2.864
H 1.659 0.150 -3.446
O 1.838 -0.553 0.765
C 1.436 -1.566 0.055
O 0.270 -1.419 -0.483
C 2.192 -2.775 -0.207
C 1.733 -3.654 -1.215
C 2.495 -4.798 -1.520
C 3.643 -5.120 -0.817
C 4.057 -4.266 0.197
C 3.368 -3.076 0.507
N 5.219 -4.563 0.993
O 5.875 -5.599 0.753
O 5.520 -3.754 1.902
N 2.119 -5.634 -2.630
O 1.118 -5.361 -3.324
O 2.858 -6.625 -2.852
H 0.803 -3.423 -1.747
H 4.195 -6.002 -1.062
H 3.715 -2.397 1.296
*
```

Values from the calculation:
- orbital gap (alpha / beta) (eV) = 6.8 / 6.7
- lowest unoccupied orbital energy (alpha / beta) (eV) = -3.677 / -3.677


4.
Below is a structure of composition C18H28N4NbO5Rb, with properties calculated with ωB97M-V with the def2-TZVPD basis set.

```
! RIJCOSX wB97M-V def2-TZVPD def2/J DEFGRID3
* xyz 2 1
N -1.680 -0.250 0.214
C -2.726 -0.842 0.353
O -3.735 -1.445 0.491
Rb -2.139 3.004 2.142
Nb 0.314 0.047 0.191
N 0.301 1.714 -0.888
N 0.755 -1.456 -1.054
C -0.342 2.482 -1.963
C 0.182 -2.451 -1.974
C -0.068 3.988 -1.797
C 0.196 2.008 -3.319
C -1.849 2.235 -1.943
C -0.460 -3.554 -1.137
C 1.233 -3.103 -2.878
C -0.870 -1.808 -2.866
H -0.385 4.348 -0.806
H -0.630 4.553 -2.556
H 0.997 4.220 -1.932
H 1.280 2.158 -3.400
H -0.301 2.560 -4.132
H -0.017 0.940 -3.467
H -2.105 1.172 -2.020
H -2.307 2.738 -2.807
H -2.341 2.634 -1.043
H 0.287 -4.046 -0.506
H -0.916 -4.304 -1.796
H -1.244 -3.149 -0.491
H 1.946 -3.718 -2.321
H 1.782 -2.353 -3.454
H 0.728 -3.767 -3.593
H -1.301 -2.582 -3.518
H -0.414 -1.041 -3.504
H -1.686 -1.364 -2.285
C 1.715 2.048 -0.598
H 2.175 1.261 0.055
H 2.318 2.124 -1.515
H 1.807 3.009 -0.069
C 2.125 -1.771 -0.595
H 2.423 -1.103 0.235
H 2.196 -2.814 -0.247
H 2.857 -1.624 -1.404
O -0.347 1.246 2.116
C 0.309 0.373 2.798
O 1.000 -0.470 2.091
C 0.216 0.199 4.241
C 0.412 -1.108 4.723
C 0.408 -1.362 6.081
C 0.193 -0.302 6.979
C -0.034 1.015 6.511
C -0.038 1.260 5.137
N 0.203 -0.595 8.373
O 0.402 -1.792 8.703
O 0.023 0.314 9.212
H 0.577 -1.931 4.029
H 0.592 -2.364 6.474
H -0.179 1.796 7.252
H -0.192 2.272 4.758
*
```

Values from the calculation:
- orbital gap (alpha / beta) (eV) = 7.1 / 7.1
- lowest unoccupied orbital energy (alpha / beta) (eV) = -7.844 / -7.843


5.
Below is an isolated molecule of C18H28N4O4S2, with properties calculated with ωB97M-V with the def2-TZVPD basis set.

```
! RIJCOSX wB97M-V def2-TZVPD def2/J DEFGRID3
* xyz 0 1
C -2.486 -1.146 1.976
O -3.694 -0.565 1.548
C -4.699 -0.588 2.551
C -6.013 -0.034 2.000
C -5.961 1.473 1.747
N -5.000 1.765 0.716
C -5.240 2.515 -0.364
S -6.594 3.421 -0.594
N -4.304 2.461 -1.376
N -3.079 1.833 -1.189
C -2.060 2.419 -0.485
O -2.098 3.573 -0.129
C -0.926 1.494 -0.187
C -0.544 0.463 -1.043
C 0.478 -0.393 -0.671
C 1.107 -0.214 0.547
S 2.357 -1.405 1.029
O 1.758 -2.707 0.997
O 2.967 -0.967 2.253
N 3.403 -1.288 -0.272
C 4.215 -2.465 -0.513
C 4.881 -2.344 -1.880
C 5.737 -1.077 -1.940
C 6.387 -0.915 -3.311
C 4.857 0.128 -1.601
C 4.181 -0.068 -0.247
C 0.760 0.821 1.393
C -0.257 1.683 1.020
H -1.800 -1.125 1.131
H -2.050 -0.586 2.810
H -2.640 -2.184 2.290
H -4.368 0.006 3.417
H -4.848 -1.624 2.887
H -6.248 -0.550 1.068
H -6.802 -0.245 2.722
H -5.683 1.997 2.669
H -6.933 1.847 1.416
H -4.162 1.196 0.760
H -4.301 3.263 -1.995
H -3.079 0.833 -1.350
H -1.023 0.341 -2.003
H 0.794 -1.207 -1.303
H 3.546 -3.325 -0.465
H 4.981 -2.573 0.269
H 4.110 -2.295 -2.650
H 5.495 -3.227 -2.061
H 6.526 -1.155 -1.184
H 7.001 -0.018 -3.339
H 7.018 -1.771 -3.537
H 5.627 -0.835 -4.085
H 4.088 0.241 -2.368
H 5.455 1.040 -1.576
H 3.494 0.754 -0.031
H 4.932 -0.107 0.555
H 1.289 0.928 2.326
H -0.553 2.506 1.653
*
```

Values from the calculation:
- SMILES = COCCCNC(=S)NNC(=O)c1ccc(S(=O)(=O)N2CCC(C)CC2)cc1
- orbital gap (eV) = 7.9
- ΔE to the lowest compared entry with this formula, charge and spin (kJ/mol) = 0.0
- lowest unoccupied orbital energy (eV) = -0.199


6.
Below is a structure of composition C18H28N8O4RhS, with properties calculated with ωB97M-V with the def2-TZVPD basis set.

```
! RIJCOSX wB97M-V def2-TZVPD def2/J DEFGRID3
* xyz 1 1
Rh 0.175 -0.102 0.214
C -3.487 2.258 1.328
C -2.037 2.239 0.899
C -1.370 3.608 1.000
O -1.257 1.265 1.629
C -1.903 1.852 -0.570
O -2.756 2.112 -1.379
O -0.755 1.266 -0.897
H -3.591 2.715 2.315
H -3.902 1.248 1.365
H -4.067 2.834 0.612
H -1.423 3.987 2.021
H -1.871 4.311 0.335
H -0.321 3.528 0.715
H -1.722 1.002 2.430
S -0.966 -2.757 3.894
C -1.080 -3.728 2.494
C -0.712 -3.020 1.401
N -0.353 -1.718 1.671
C -0.444 -1.457 2.955
H -1.382 -4.761 2.548
H -0.687 -3.384 0.387
H -0.187 -0.500 3.386
C 1.314 -1.068 -2.432
N 1.671 -0.178 -1.270
C 1.780 1.239 -1.802
N 2.769 1.314 -2.850
C 2.387 0.419 -3.943
N 2.303 -0.971 -3.477
C 3.612 -1.366 -2.943
N 4.008 -0.494 -1.834
C 3.036 -0.587 -0.773
C 4.068 0.889 -2.321
H 0.347 -0.759 -2.813
H 1.253 -2.095 -2.077
H 2.068 1.889 -0.976
H 0.810 1.540 -2.179
H 3.131 0.484 -4.735
H 1.417 0.725 -4.338
H 4.356 -1.299 -3.735
H 3.560 -2.397 -2.589
H 3.321 0.070 0.040
H 2.980 -1.614 -0.410
H 4.817 0.959 -3.108
H 4.354 1.546 -1.500
C -2.612 -2.403 -2.525
C -2.177 -1.568 -1.369
C -3.226 -0.916 -0.541
O -0.971 -1.447 -1.138
H -3.504 -2.978 -2.281
H -1.810 -3.061 -2.853
H -2.867 -1.733 -3.351
H -4.011 -1.630 -0.294
H -3.678 -0.105 -1.119
H -2.792 -0.500 0.366
N 1.561 0.383 1.472
C 2.307 -0.103 2.256
N 3.187 -0.574 2.976
C 3.212 -1.163 4.161
N 3.277 -1.716 5.171
*
```

Values from the calculation:
- orbital gap (eV) = 7.1
- ΔE to the lowest compared entry with this formula, charge and spin (kJ/mol) = 175.4
- lowest unoccupied orbital energy (eV) = -4.687